Here is a structure of composition C11H21F6NO4PS2Tl from the Open Molecules 2025 dataset. Energies are from ωB97M-V/def2-TZVPD.

Output
energy	-73385.4042	eV
LUMO energy	-0.1	eV
Kohn-Sham gap	8.632	eV
largest force on an atom	0.515	eV/A

Element x y z (Å)
Tl (-0.35186, 0.36264, 0.64832)
S (-1.71400, -1.18846, -1.98142)
S (-2.07982, 1.57436, -1.83291)
P (2.41405, 0.02956, -0.67976)
F (-1.33094, 1.80302, -4.36111)
F (-3.02010, 3.01996, -3.77896)
F (-2.60498, -3.51998, -2.56656)
F (-3.67662, -2.54930, -0.94470)
F (-3.99497, -1.91878, -3.00291)
F (-3.28435, 0.89590, -4.09288)
O (-0.63843, 1.72827, -1.68094)
O (-0.90215, -1.74741, -0.90795)
O (-1.10232, -1.07159, -3.27327)
O (-2.92932, 2.49459, -1.14902)
N (-2.52556, 0.08740, -1.47060)
C (4.90464, 0.81462, 0.64511)
C (-2.44893, 1.82730, -3.65481)
C (3.26731, 0.73376, -2.17007)
C (2.59161, -1.82175, -0.67127)
C (2.15057, -2.40124, -2.02251)
C (3.90579, -2.44198, -0.20674)
C (3.38570, 0.67796, 0.77536)
C (-3.10590, -2.37142, -2.13274)
C (4.51983, 0.01909, -2.68287)
C (2.25320, 0.92469, -3.30955)
C (2.82051, 2.04840, 1.18280)
H (1.24116, -1.93317, -2.39663)
H (4.16856, -2.14159, 0.80815)
H (1.81866, -2.10685, 0.05326)
H (1.37080, 1.47334, -2.98057)
H (4.27935, -0.96121, -3.09785)
H (3.15798, 2.32386, 2.18546)
H (3.16622, -0.03875, 1.57569)
H (3.80607, -3.53194, -0.20837)
H (5.32095, 1.16050, 1.59636)
H (1.73023, 2.08806, 1.17544)
H (4.95572, 0.61271, -3.49252)
H (2.92962, -2.28625, -2.77801)
H (1.95124, -3.47082, -1.91714)
H (1.91356, -0.03923, -3.70006)
H (3.56006, 1.72993, -1.81753)
H (5.15862, 1.56408, -0.10698)
H (4.73364, -2.18671, -0.87144)
H (2.71744, 1.47282, -4.13441)
H (5.28354, -0.11348, -1.92003)
H (3.17155, 2.82351, 0.49415)
H (5.40215, -0.11522, 0.38422)

Forces on atoms 1 to 2 (eV/Å):
Tl 0.1612 -0.0715 -0.0327
S 0.0931 0.4585 0.2164

Results of the natural (NBO) charge analysis, in e, for atoms 1 through 4:
1 Tl 0.786
2 S 2.231
3 S 2.215
4 P 0.802

=====

Here is a structure of composition C11H21FIN3O4S in a non-equilibrium geometry from the Open Molecules 2025 dataset. Energies are from ωB97M-V/def2-TZVPD.

Output
energy	-46052.8191	eV
LUMO energy	-0.7	eV
Kohn-Sham gap	8.197	eV
largest force on an atom	8.906	eV/A

Element x y z (Å)
I (-0.75523, -3.04634, 0.91459)
S (2.32341, -2.10521, -0.31342)
F (3.79875, -1.38707, -0.92239)
O (-1.36770, -1.13171, 2.55264)
O (3.06048, 0.18978, 1.82583)
O (2.73339, -2.85105, 0.97883)
O (1.80990, -3.01525, -1.45969)
N (1.58235, 0.28860, -1.13143)
N (-1.17329, 1.23342, 1.75200)
N (0.68563, -0.04005, 2.54449)
C (1.18275, -0.60572, 0.01503)
C (2.72532, 2.61692, -1.04939)
C (-0.59951, -0.16202, 1.70295)
C (3.32149, 3.15519, 0.38219)
C (-3.67151, -0.89555, 0.30583)
C (1.78545, -0.13217, 1.50220)
C (-0.44015, -0.93718, 0.25031)
C (-2.85366, -0.92335, -1.11417)
C (1.30916, 1.74911, -0.89368)
C (-3.04730, -2.39599, -1.88404)
C (-1.29936, -0.42148, -1.04338)
H (1.26690, -0.05545, -2.06258)
H (0.63252, 2.11960, -1.80484)
H (-4.81470, -0.69697, 0.02392)
H (-4.00689, -2.33792, -2.57759)
H (-0.92093, -1.22512, 3.45043)
H (-1.31146, 1.65974, 0.81030)
H (-1.30214, 0.74808, -1.19976)
H (-3.12142, -3.29307, -1.13632)
H (2.42118, 3.33624, 1.11070)
H (-3.64636, -1.97328, 0.76996)
H (2.45789, 3.57730, -1.69100)
H (0.71097, 2.00749, 0.07636)
H (-3.37278, -0.03551, 1.04007)
H (-0.75543, -0.86744, -2.00600)
H (-2.05406, 1.30060, 2.30738)
H (3.50054, 2.00683, -1.70118)
H (0.71430, 0.75814, 3.21594)
H (3.93767, 4.14936, 0.15782)
H (-2.13269, -2.57960, -2.62368)
H (-3.41776, -0.15048, -1.82913)
H (4.10431, 2.36858, 0.75390)

Forces on atoms 1 to 2 (eV/Å):
I 0.4765 -0.0467 -1.7852
S 1.9319 -6.3470 -0.1120

Results of the natural (NBO) charge analysis, in e, for atoms 1 through 4:
1 I 0.267
2 S 2.148
3 F -0.474
4 O -0.771

=====

Here is the ion C11H21N2 with charge +1 in a non-equilibrium geometry from the Open Molecules 2025 dataset. Energies are from ωB97M-V/def2-TZVPD.

Output
energy	-14718.6667	eV
energy relative to the best compared isomer or geometry (same formula, charge and spin)	2.106	eV
net charge	+1
LUMO energy	-3.4	eV
SMILES	[H]/N=C1/C=CC[C@@H](C)[C@@]1([NH3+])C(C)(C)C
Kohn-Sham gap	9.569	eV
largest force on an atom	4.053	eV/A

Element x y z (Å)
N (1.18443, -1.21156, -1.14776)
N (-1.47772, -1.52461, -2.26679)
C (0.11741, -0.31523, -0.63703)
C (0.45687, 1.09208, -1.07528)
C (-1.54048, -0.06440, 1.43625)
C (-1.19200, -0.55364, -1.51902)
C (-2.14950, 0.46060, -1.57293)
C (-0.43354, -2.14827, 0.85542)
C (-0.57631, 2.19139, -0.74727)
C (-0.22947, -0.69040, 0.92690)
C (-1.98367, 1.67291, -1.05533)
C (0.99143, -0.47537, 1.76993)
C (1.79078, 1.79534, -0.64183)
H (-0.87147, -2.53123, 1.79034)
H (2.70086, 1.25725, -0.97192)
H (-3.08264, -0.01321, -1.87366)
H (-2.40695, -0.11047, 0.84926)
H (0.76277, -2.13506, -1.01952)
H (2.09542, -1.37564, -0.58217)
H (-0.92925, -2.49372, 0.00527)
H (-0.65035, 2.58994, 0.29266)
H (-1.31470, 1.05253, 1.65111)
H (0.50775, 1.05305, -2.16118)
H (1.83908, 2.71358, -1.20613)
H (-1.76720, -0.52015, 2.40519)
H (1.99701, 2.09762, 0.33511)
H (-2.82148, 2.42402, -0.96056)
H (1.22129, -1.07736, -2.23402)
H (-0.26638, 2.97638, -1.40606)
H (0.93692, 0.33639, 2.41771)
H (1.07289, -1.26866, 2.38047)
H (0.49795, -2.63062, 0.81022)
H (1.94109, -0.35161, 1.32496)
H (-0.90750, -2.40256, -2.27256)

Forces on atoms 1 to 2 (eV/Å):
N 0.4348 -1.6793 -1.1012
N 0.5694 -2.5510 -0.4587

Results of the natural (NBO) charge analysis, in e, for atoms 1 through 4:
1 N -0.741
2 N -0.608
3 C 0.102
4 C -0.241